# 1
Molecular formula: CH5O2
Method: DFT, the ωB97M-V functional and the def2-TZVPD basis

Summary:
- charge = +1
- energy relative to the best compared isomer or geometry (same formula, charge and spin) (eV) = 0.000
- lowest unoccupied orbital energy (eV) = -6.1
- frontier orbital gap (eV) = 12.03

Structure (XYZ):
```
8
CH5O2 (the ωB97M-V functional and the def2-TZVPD basis)
H -0.5236 1.0933 -1.4174
O -0.4260 -1.6238 0.2747
O 0.4780 0.6871 0.3227
H 0.1752 -0.3313 0.3078
H -1.0788 -1.6955 0.9870
H 0.0607 -2.4601 0.2553
C 0.1262 1.4224 -0.5995
H 0.5407 2.4178 -0.4990
```


# 2
Molecular formula: C27H48B3BrCl5Cs2MgN2NaO17P
Method: DFT, the ωB97M-V functional and the def2-TZVPD basis

Summary:
- charge = +1
- lowest unoccupied orbital energy (eV) = -5.3
- frontier orbital gap (eV) = 2.91

Structure (XYZ):
```
108
C27H48B3BrCl5Cs2MgN2NaO17P (the ωB97M-V functional and the def2-TZVPD basis)
O -3.4342 -0.2571 3.9978
C 9.1368 2.7537 -3.6188
Br -2.1245 1.3269 -1.8472
H 4.0082 1.3101 -1.7278
H -8.4689 2.2657 -0.7516
C -4.1367 0.1632 1.1609
C 4.2644 2.4576 4.9724
C -3.8714 1.8241 -5.9708
H -5.8321 -1.4005 4.1008
H 4.4891 0.9355 -3.4071
C -7.3012 2.0584 -0.8727
C 4.2854 1.7365 -2.6961
C -4.4577 6.0924 -0.6722
Mg -7.1605 3.2037 -2.7412
O -1.6829 -3.9289 0.4900
H 2.3064 -3.4781 2.1029
B -6.6884 1.2010 0.4280
H -8.2759 -1.8970 -2.0674
H -6.8029 3.1117 -0.9994
O -3.2091 2.3728 -4.9623
C -1.4997 -0.6678 1.1165
O -8.4211 -1.1850 -1.3504
H -0.3038 -2.6642 2.7697
C -5.0058 5.2851 -3.0046
Cl 4.1065 3.8979 3.9524
H -9.0605 -2.5841 0.7046
C -4.0164 3.3615 -1.0255
H 3.9315 -7.0929 2.6454
H 6.3951 -8.0916 5.4775
C -3.9527 4.6927 -0.0128
H -5.6084 -2.0738 0.7922
C -5.9418 -1.3276 -0.0779
C -3.0401 -1.0013 0.6759
O 7.3998 0.6867 -1.1238
H 4.4984 2.7803 5.9901
H 8.1069 2.5456 -1.5081
Cl 2.7418 1.5520 5.0099
Cs -7.1605 6.0429 -4.2232
H 5.2020 2.6603 -0.5480
Cl 5.5863 1.4284 4.3952
C 1.3677 -3.4119 1.3815
P -4.5767 0.2277 3.0215
O -4.7268 0.9053 -0.9957
H 8.9002 3.5842 -2.9401
H 5.1245 -9.1227 3.2762
H 7.5036 2.3159 0.0651
C 0.3376 -2.2032 1.9062
O -6.0138 -0.7629 3.3498
O 5.3632 -5.8558 3.4526
C 5.5601 -7.7073 4.8871
H 0.0855 -2.0782 -1.9631
Na 0.3395 -0.7924 3.9640
C 7.2923 2.0773 -0.9807
O -4.9392 2.3682 -6.3308
C 5.6425 -6.2182 4.7391
C 5.9579 2.8176 -1.3249
H 0.8209 -4.4728 1.3637
O -7.3891 1.3959 1.7112
Cl 3.9395 2.8884 1.6466
H -5.4000 5.4527 -4.1028
C 5.0227 -7.0202 2.7016
H -1.4828 -0.6049 2.3043
C -4.5510 3.7966 -2.5371
C -0.8377 -2.7911 -1.7106
Cl -2.0605 5.9804 -0.5982
H 6.1965 3.8819 -1.2976
H 6.6846 -8.2915 3.1614
O 5.8856 -5.4303 5.6382
H -1.1182 0.4003 0.7541
H -3.1923 -1.1427 -0.4919
O -8.2879 -2.0390 1.0450
C 7.1477 0.1604 -2.4189
C 5.6345 -8.1723 3.4547
N -4.9674 6.4149 -2.0354
H 1.7963 -3.1962 0.3103
O 5.4165 2.5972 -2.6318
H 4.6046 -7.9681 5.3505
O -3.4908 1.4840 0.8570
H -8.3350 1.0340 1.5751
H -7.1725 1.4199 -1.8689
H 9.9114 2.1248 -3.1817
H -5.4271 -1.7719 -1.0591
O 7.9398 2.0399 -3.9243
H -3.5885 4.5830 1.1126
H 8.9726 0.2417 -3.6251
H 1.0565 -1.3306 2.2577
H -4.8631 2.0388 4.4068
C 7.9526 0.6381 -3.6441
H -1.8204 -2.4147 -2.2656
H -4.4387 7.0210 0.0818
H 3.4400 2.2846 -3.1168
H 6.0920 0.2588 -2.5983
O -3.2710 0.8085 -6.3972
H 7.2788 -0.9223 -2.3316
B -3.6100 1.8324 -0.5910
H -3.4000 -2.0146 1.1903
H -4.6138 2.9311 -3.3460
H 9.5152 3.2307 -4.5270
O -4.9240 1.9260 3.4097
C -5.4141 0.2078 0.1346
H -2.5119 1.6882 -5.0189
H -0.5812 -3.8324 -2.1813
Cs 5.4395 -0.7801 4.2652
H 5.4249 -6.9358 1.6879
N -0.4706 -1.7014 0.7284
H 7.4628 0.1767 -4.5065
B -7.5891 -1.4864 -0.1696
C -1.0463 -2.8596 -0.0521
```


# 3
Molecular formula: C30H34N2NaSSb3Se4
Method: DFT, the ωB97M-V functional and the def2-TZVPD basis

Summary:
- charge = -2
- energy relative to the best compared isomer or geometry (same formula, charge and spin) (eV) = 0.000
- lowest unoccupied orbital energy (eV) = 3.4
- frontier orbital gap (eV) = 4.55

Structure (XYZ):
```
75
C30H34N2NaSSb3Se4 (the ωB97M-V functional and the def2-TZVPD basis)
C 0.9172 2.1593 2.7424
H 0.3059 2.7535 2.0578
H 3.0114 1.8112 3.1468
C 2.4561 1.5371 -3.6965
H -3.7124 0.4335 7.0519
C 3.3181 -2.4748 4.3801
H -2.4766 2.2957 -4.9937
C 3.6895 -1.8093 5.5383
H -0.7607 1.9763 -3.3975
H -3.5350 2.9695 -3.7425
C -2.9679 1.3613 5.2648
H 1.6702 0.8893 5.2701
H 0.6633 2.4516 3.7639
C -2.9938 0.3780 6.2428
C 7.2847 -0.0565 -1.1813
C -2.0626 1.2758 4.2166
C 3.0956 -0.5918 5.8480
Na -0.4111 -0.1380 -0.6176
Se -4.9948 -3.1352 -0.8467
H 9.1356 0.6801 -0.3776
H -2.6964 2.4746 0.8226
H -4.0906 3.4171 0.2987
H 2.6107 3.4624 2.7337
H 4.4365 -2.2357 6.1974
C 2.1378 -0.0525 5.0011
C 2.9014 1.4544 -2.3886
H -3.6689 2.3492 -1.6342
Sb 0.2063 0.1078 2.4975
N -2.8515 2.8524 -1.2396
N -1.6123 2.4389 -3.1238
H 0.8112 -1.4191 -3.8996
C 5.9119 -0.1593 -1.0018
H 3.7726 -3.4262 4.1301
S -0.1709 2.8126 -0.9429
C 2.8377 2.2156 1.0170
H -2.1356 -1.4706 6.9176
H 2.0828 2.6136 0.3379
Se -1.9489 -1.0511 -2.4614
C 5.2920 0.3921 0.1170
H 5.3162 -0.6591 -1.7584
H 2.0957 -2.4449 2.6234
C 8.0643 0.5998 -0.2390
H -3.6714 2.1840 5.2996
H 7.7453 -0.4843 -2.0638
C 1.4373 -0.6319 -3.5007
C 1.9157 -0.7246 -2.1976
H -2.0851 2.0290 3.4375
C -1.6626 2.6761 -1.8005
C 7.4608 1.1531 0.8809
C -1.1648 0.2142 4.1383
H -0.5168 -1.6074 5.0794
C 2.6392 0.3187 -1.6241
C 6.0867 1.0471 1.0545
Se -2.9217 -0.3548 1.3034
Sb -3.9178 -0.9608 -0.9022
H -2.4726 4.1847 0.3291
H -3.2232 1.2265 -3.7668
C 2.3993 2.4181 2.4697
C 2.3634 -1.9196 3.5353
H 2.6465 2.4341 -4.2732
C 1.7565 -0.7020 3.8275
C -1.2005 -0.7671 5.1221
C -2.7830 2.2077 -3.9515
C -2.1106 -0.6890 6.1674
H 3.7730 2.7392 0.8100
H 5.6361 1.4881 1.9381
C -3.0238 3.2630 0.1428
Se -5.4297 0.8630 -1.6296
H 8.0589 1.6705 1.6216
C 1.7184 0.4964 -4.2520
H 3.4220 2.2991 -1.9514
Sb 3.1692 0.1579 0.4385
H 1.6682 -1.6072 -1.6141
H 3.3744 -0.0660 6.7542
H 1.3358 0.5804 -5.2617
```


# 4
Molecular formula: C3H2CdO3
Method: DFT, the ωB97M-V functional and the def2-TZVPD basis

Summary:
- charge = +3
- energy relative to the best compared isomer or geometry (same formula, charge and spin) (eV) = 0.000
- lowest unoccupied orbital energy (spin up / spin down) (eV) = -17.1 / -17.4
- frontier orbital gap (spin up / spin down) (eV) = 8.75 / 8.11
- 2S+1 = 2

Structure (XYZ):
```
9
C3H2CdO3 (the ωB97M-V functional and the def2-TZVPD basis)
Cd -3.4518 1.0146 -1.1409
O 0.4331 1.0297 0.4329
H 1.9389 -1.8306 1.7555
C -0.4691 0.7102 -0.6320
O -0.0364 -0.2211 -1.3694
C 1.0223 0.1516 1.0951
C 1.5729 -0.9704 1.2010
O -1.6111 1.0579 -0.5037
H 0.6012 -0.9420 -0.8383
```


# 5
Molecular formula: C11H32BF3N12O12S
Method: DFT, the ωB97M-V functional and the def2-TZVPD basis

Summary:
- charge = 0
- lowest unoccupied orbital energy (eV) = 0.3
- frontier orbital gap (eV) = 9.77
- SMILES = O=S(=O)(C(F)(F)F)[C@]1(OB(O)O)CCCO1.NC(N)=O.NC(N)=O.NC(N)=O.NC(N)=O.NC(N)=O.NC(N)=O

Structure (XYZ):
```
72
C11H32BF3N12O12S (the ωB97M-V functional and the def2-TZVPD basis)
H -5.3625 -3.3553 -0.0959
O -1.6456 1.8991 0.7390
F -1.0857 -1.6837 0.3166
H 3.5454 4.2905 -3.2471
N 4.3778 2.3396 -1.8785
H -4.6655 2.3540 1.6805
H 9.8416 2.3323 -4.1657
N 8.8545 2.5062 -4.1547
H -3.7684 3.8068 2.1362
C -1.4125 1.5738 2.0920
C -5.2104 -1.1934 5.3448
C -0.5781 2.2892 -3.0513
O -1.7779 2.5013 -3.1356
O -0.5324 2.6024 2.5220
H -2.2944 3.7905 0.4417
H -0.1724 2.5207 -5.0306
S -1.0016 -0.1855 2.4727
H -4.1889 -2.9220 5.9247
O 3.3683 3.4575 -0.1843
H -2.4599 2.7326 3.5113
C 3.6687 3.3773 -1.3693
N 0.7759 -5.7353 -2.4449
H -1.8897 -3.2760 -0.6737
O 1.6766 1.8903 3.1738
N -0.3683 -7.7134 -2.2309
N -2.8642 -3.2329 -0.4559
O 1.7952 -7.7082 -2.9098
N -5.0000 -4.0313 -0.7412
C -3.6566 2.7795 1.7571
N 8.7526 2.0913 -1.8952
H 1.2344 2.1463 -4.0970
O -0.2383 -0.3299 3.6766
H -3.2948 1.2520 3.4015
O -3.2663 -4.9658 -1.8633
C 0.8028 -7.0967 -2.5530
N -4.1273 -1.9631 5.6398
O -2.2233 -0.9321 2.6618
H 1.3223 2.1523 4.0371
C 8.0834 2.4286 -3.0331
H -1.1929 -7.2205 -1.9358
N 0.2480 2.3171 -4.1425
H -0.3942 -8.7139 -2.2986
H -0.0332 -5.2169 -2.1555
H 2.7829 5.1138 -1.9305
F 0.6414 -1.9459 1.5637
N -6.4177 -1.8234 5.4649
N 3.3103 4.3312 -2.2736
H 4.6376 2.2586 -2.8432
H 9.7376 1.9092 -1.8612
O -5.1115 -0.0318 4.9968
H -0.5406 1.9816 -1.0489
H 1.0196 1.8338 -1.7824
C -0.1608 -1.0546 1.0367
H -6.5219 -2.7788 5.7488
H 8.3935 2.7529 -5.0115
H 2.3462 2.5587 1.0388
C -3.6803 -4.1310 -1.0721
H -5.6317 -4.6779 -1.1772
H 8.2152 2.0261 -1.0497
F 0.4656 -0.2350 0.2198
H -3.2219 -1.5347 5.5602
H -3.3546 2.5399 -0.3810
H -7.2378 -1.2850 5.2539
O 1.3629 2.5919 0.9566
B 0.8332 2.3842 2.1840
H 4.6598 1.6207 -1.2382
N 0.0362 2.0093 -1.8730
C -2.7802 1.9858 2.7638
H 1.6183 -5.2411 -2.6736
C -2.7361 2.7837 0.4922
H -3.1888 -2.5427 0.1956
O 6.8818 2.6454 -3.0455
```


# 6
Molecular formula: C3H5NO
Method: DFT, the ωB97M-V functional and the def2-TZVPD basis

Summary:
- charge = 0
- energy relative to the best compared isomer or geometry (same formula, charge and spin) (eV) = 2.307
- lowest unoccupied orbital energy (eV) = 0.9
- frontier orbital gap (eV) = 10.64

Structure (XYZ):
```
10
C3H5NO (the ωB97M-V functional and the def2-TZVPD basis)
N -0.5168 0.8908 -0.4669
C 0.6256 -0.6795 0.2873
H 0.0824 -1.7975 -0.2210
C -0.0030 -0.2439 -0.9854
H -0.9016 0.3234 1.5790
O -0.1757 -0.9050 -2.0269
H -1.3421 1.4055 -0.7537
C -0.0674 0.5361 0.9013
H 1.6992 -0.8174 0.3489
H 0.5995 1.2874 1.3373
```


F_max list, top to bottom, in eV/A: 0.67, 14.31, 0.72, 4.56, 5.32, 4.38